(P)
{
  "formula": "C16H15BrCl2CoO3",
  "method": "ωB97M-V/def2-TZVPD",
  "total_charge": 1,
  "lumo_ha": [-0.1508, -0.1511],
  "gap_ha": [0.28037, 0.28150],
  "multiplicity": 1,
  "species": ["H", "H", "H", "O", "H", "C", "H", "C", "C", "H", "C", "C", "Cl", "Cl", "C", "C", "C", "C", "C", "O", "H", "Br", "H", "H", "C", "C", "H", "H", "H", "C", "H", "H", "H", "O", "C", "C", "C", "Co"],
  "xyz": [[-2.0152, -3.6765, 0.1152], [-1.9827, 4.4067, -2.0606], [1.3263, 0.0186, 5.9181], [-3.3530, 2.8905, -2.4450], [-3.3508, 4.2925, -0.9093], [-1.3588, 0.7386, -0.2740], [-0.7424, -3.6231, -1.0933], [-1.9005, 1.9105, -0.8103], [-3.1541, 0.5856, -2.4242], [3.8739, 1.1121, -1.7469], [-3.0474, 4.1969, -1.9523], [1.9382, -0.4448, 0.5292], [0.3898, -0.7822, 3.9192], [3.1965, -0.9070, 4.8214], [-1.6400, -3.1140, -0.7397], [-2.7880, 1.8386, -1.8686], [1.5384, -0.8712, 5.3393], [-1.2420, -1.7540, -0.2655], [4.0999, -1.4599, 0.4543], [-0.4098, -1.8167, 0.7096], [2.5279, -2.1434, 1.7380], [6.2007, -0.6081, -1.2468], [1.2657, -1.7871, 5.8480], [-1.6005, 2.8490, -0.3709], [4.4610, -0.5451, -0.5234], [2.8167, -1.4180, 0.9838], [-2.9273, -1.4938, -2.3422], [4.8087, -2.2029, 0.7925], [-2.3856, -3.1201, -1.5236], [2.2814, 0.4626, -0.4612], [-3.8441, 0.5725, -3.2551], [1.5810, 1.2072, -0.8125], [-3.6211, 4.8822, -2.5664], [-0.5275, 0.8997, 0.7336], [3.5668, 0.4107, -0.9835], [-2.6372, -0.5516, -1.9051], [-1.7208, -0.5424, -0.8069], [0.3757, -0.4127, 1.4853]],
  "mulliken_charge": [0.348, 0.346, 0.326, -0.420, 0.348, 0.945, 0.321, -0.505, -0.998, 0.434, -0.815, 0.980, -0.094, -0.080, -1.319, 0.931, -0.313, 1.436, -0.562, -0.513, 0.483, -0.145, 0.325, 0.496, -0.029, -0.496, 0.246, 0.445, 0.365, -0.251, 0.470, 0.461, 0.241, -0.978, -0.454, -1.027, 0.088, -0.037]
}

(Q)
{
  "formula": "C16H15BrCl2CoO3",
  "method": "ωB97M-V/def2-TZVPD",
  "total_charge": 1,
  "lumo_ha": [-0.1501, -0.1498],
  "gap_ha": [0.27626, 0.27662],
  "multiplicity": 1,
  "species": ["C", "C", "C", "H", "C", "C", "H", "Cl", "C", "H", "C", "H", "C", "C", "H", "O", "H", "H", "C", "O", "O", "Br", "H", "C", "H", "C", "H", "C", "H", "H", "H", "H", "C", "C", "C", "H", "Co", "Cl"],
  "xyz": [[-1.8599, -4.2684, 0.2103], [2.2498, 0.2156, 0.2968], [-1.4473, 3.5910, -0.2753], [4.3616, 0.0007, 0.6234], [-1.7734, -3.1274, -0.5682], [-0.6110, -0.5399, 3.5327], [-2.8010, -6.6432, -1.7712], [0.2024, 2.8952, -0.3606], [-1.1902, -3.0571, 2.1659], [-3.3943, -4.9701, -1.8921], [-0.7570, -0.6378, 2.0451], [-1.9959, -3.1275, -1.6237], [-2.5422, -5.5994, -1.6327], [3.7633, -0.7656, -1.2871], [-1.6372, -5.1440, 2.1666], [-1.3274, -0.8672, -0.7648], [0.1724, -1.2117, 3.8849], [-0.9645, -3.0361, 3.2224], [3.5379, -0.1679, -0.0566], [-2.2187, -5.4621, -0.2484], [-0.5812, 0.4701, 1.4327], [5.5140, -1.2801, -1.7604], [0.6147, -0.8389, -2.4998], [-1.0805, -1.8556, 1.4075], [-1.5408, -0.8249, 4.0244], [-1.3760, -1.9207, 0.0133], [-1.6822, -5.3467, -2.2541], [-1.5594, -4.2290, 1.5977], [-0.3555, 0.4798, 3.8037], [-1.5003, 4.4057, -0.9870], [2.9124, -1.4712, -3.1259], [-1.6228, 3.9076, 0.7453], [1.2159, -0.0117, -0.5942], [1.4301, -0.6271, -1.8187], [2.7227, -0.9969, -2.1732], [2.0739, 0.6876, 1.2547], [-0.5116, 0.6429, -0.3596], [-2.6147, 2.3417, -0.7122]],
  "mulliken_charge": [0.963, -0.015, -0.257, 0.439, -0.683, -1.674, 0.244, 0.025, -0.898, 0.347, 1.587, 0.480, -0.818, -0.012, 0.462, -0.948, 0.425, 0.421, -0.498, -0.423, -0.468, -0.152, 0.420, -0.088, 0.452, 0.934, 0.345, -1.012, 0.326, 0.376, 0.433, 0.310, 0.587, -0.382, -0.486, 0.448, -0.118, -0.092]
}

Short version: (Q), (P), most stable first.

(P)
{
  "formula": "C3H2O3",
  "method": "ωB97M-V/def2-TZVPD",
  "smiles": "O=C[C@H]1OC1=O",
  "lumo_ha": -0.0090,
  "gap_ha": 0.38620,
  "multiplicity": 1,
  "species": ["H", "C", "O", "C", "O", "C", "O", "H"],
  "xyz": [[0.9001, 1.6515, -1.0497], [0.3460, -0.4021, -0.3326], [-0.1254, 1.6489, 0.6929], [0.4168, 1.0937, -0.2292], [0.3537, -1.0711, 1.0110], [-0.8083, -0.9176, 0.4087], [-1.9722, -1.0483, 0.6030], [0.8868, -0.9527, -1.1023]],
  "mulliken_charge": [0.339, -0.058, -0.434, -0.060, -0.333, 0.628, -0.478, 0.395]
}

(Q)
{
  "formula": "C3H2O3",
  "method": "ωB97M-V/def2-TZVPD",
  "smiles": "O=CC(=O)C=O",
  "lumo_ha": -0.0508,
  "gap_ha": 0.31683,
  "multiplicity": 1,
  "species": ["H", "O", "C", "H", "O", "O", "C", "C"],
  "xyz": [[1.3762, 0.8854, -1.5624], [-0.0847, -0.6455, 1.8972], [0.9005, 0.7815, -0.5711], [-1.8577, -0.7267, 0.9051], [1.1104, 1.5437, 0.3350], [-0.5274, -0.9438, -1.4395], [-0.7621, -0.5716, 0.9066], [-0.1552, -0.3230, -0.4709]],
  "mulliken_charge": [0.358, -0.386, 0.002, 0.330, -0.407, -0.458, 0.046, 0.515]
}

(R)
{
  "formula": "C3H2O3",
  "method": "ωB97M-V/def2-TZVPD",
  "smiles": "O=CC(=O)C=O",
  "lumo_ha": -0.0409,
  "gap_ha": 0.32692,
  "multiplicity": 1,
  "species": ["O", "O", "H", "C", "C", "C", "O", "H"],
  "xyz": [[-0.1380, 0.4122, 2.0700], [1.1989, 1.0310, -1.1698], [-1.4888, 1.2897, 1.0252], [-0.2637, -0.5280, -0.0794], [0.8176, -0.1080, -1.0949], [-0.7101, 0.5110, 1.0159], [-0.6171, -1.6786, -0.0276], [1.2011, -0.9293, -1.7394]],
  "mulliken_charge": [-0.367, -0.427, 0.343, 0.539, 0.066, -0.070, -0.443, 0.358]
}

(S)
{
  "formula": "C3H2O3",
  "method": "ωB97M-V/def2-TZVPD",
  "lumo_ha": [-0.0749, -0.0882],
  "gap_ha": [0.28341, 0.27794],
  "multiplicity": 1,
  "species": ["O", "C", "H", "H", "C", "O", "O", "C"],
  "xyz": [[-0.9067, 1.6582, -1.6517], [-0.6539, -1.4008, 1.1150], [0.0874, -2.1854, -0.6297], [1.3377, 2.0856, 0.5313], [-0.1559, 1.2768, -0.6453], [-0.6021, -2.1062, -0.1515], [0.1207, -0.4551, 1.2707], [0.7727, 1.1269, 0.1613]],
  "mulliken_charge": [-0.466, 0.338, 0.280, 0.314, 0.568, -0.351, -0.301, -0.382]
}

Short version: (Q), (R), (P), (S), most stable first.

(P)
{
  "formula": "C3H4Cl2NO2P",
  "method": "ωB97M-V/def2-TZVPD",
  "lumo_ha": 0.0044,
  "gap_ha": 0.42208,
  "multiplicity": 1,
  "species": ["H", "O", "C", "N", "H", "P", "H", "C", "O", "H", "C", "Cl", "Cl"],
  "xyz": [[1.4957, -0.2066, -0.7215], [-3.0830, -0.3192, -1.7794], [-0.5484, 0.4913, -0.4537], [0.3747, -1.8081, -0.1344], [-0.7304, 0.0948, -1.4120], [-3.0978, -0.1433, -0.3162], [-0.1026, 1.5678, -0.3542], [0.6670, -0.4549, -0.0559], [-1.6709, 0.2341, 0.2886], [0.9069, -0.1329, 0.9075], [0.2165, -2.9501, -0.2439], [-3.6486, -1.7873, 0.6928], [-4.4121, 1.3557, 0.1746]],
  "mulliken_charge": [0.357, -0.550, -0.357, 0.075, 0.372, 0.866, 0.271, -0.645, -0.208, 0.341, -0.185, -0.147, -0.189]
}

(Q)
{
  "formula": "C3H4Cl2NO2P",
  "method": "ωB97M-V/def2-TZVPD",
  "lumo_ha": 0.0069,
  "gap_ha": 0.35552,
  "multiplicity": 1,
  "species": ["C", "H", "O", "H", "O", "H", "N", "Cl", "C", "C", "H", "Cl", "P"],
  "xyz": [[1.2897, -1.0614, -0.2139], [2.0960, -1.6246, -0.5852], [0.6456, 1.0089, 0.7194], [2.4494, 0.7987, -0.1051], [-1.1255, 0.1249, -1.6387], [-0.5291, 0.2171, 2.0147], [0.2535, -1.5184, 0.3142], [-2.9203, 1.6187, 0.0553], [-0.4453, 0.3302, 1.0115], [1.4978, 0.4257, -0.2869], [1.1727, 0.9161, -1.2071], [-2.7102, -1.4152, 0.1876], [-1.6741, 0.1792, -0.2658]],
  "mulliken_charge": [0.152, 0.444, -0.413, 0.373, -0.577, 0.550, -0.586, -0.207, -0.190, -0.547, 0.291, -0.177, 0.886]
}

Short version: (P), (Q), most stable first.

(P)
{
  "formula": "C2H2OS2",
  "method": "ωB97M-V/def2-TZVPD",
  "lumo_ha": [-0.0981, -0.0981],
  "gap_ha": [0.22538, 0.22526],
  "multiplicity": 1,
  "species": ["S", "C", "H", "S", "H", "C", "O"],
  "xyz": [[3.4485, -0.3737, -0.0218], [0.7582, 0.8764, -0.1435], [-1.3954, -0.4713, 0.5597], [-0.5318, -1.2019, 0.1129], [0.7651, 0.4294, -1.1468], [2.0336, 0.3194, 0.1327], [0.0520, 1.8068, 0.2893]],
  "mulliken_charge": [-0.122, 0.047, 0.109, -0.232, 0.349, 0.415, -0.565]
}

(Q)
{
  "formula": "C2H2OS2",
  "method": "ωB97M-V/def2-TZVPD",
  "smiles": "OC(=S)C=S",
  "lumo_ha": -0.0711,
  "gap_ha": 0.26977,
  "multiplicity": 1,
  "species": ["S", "C", "H", "C", "S", "H", "O"],
  "xyz": [[1.9026, -0.5653, -0.1064], [0.4052, 0.0953, 0.0074], [1.0031, 1.8936, -0.1905], [-0.7282, -0.7700, 0.1314], [-2.2510, -0.2345, -0.0774], [-0.5115, -1.8170, 0.2924], [0.1798, 1.3980, -0.0570]],
  "mulliken_charge": [-0.272, 0.490, 0.335, -0.346, -0.151, 0.329, -0.384]
}

(R)
{
  "formula": "C2H2OS2",
  "method": "ωB97M-V/def2-TZVPD",
  "smiles": "O=CC(=S)S",
  "lumo_ha": -0.0395,
  "gap_ha": 0.29538,
  "multiplicity": 1,
  "species": ["H", "S", "C", "C", "S", "H", "O"],
  "xyz": [[0.6930, -1.6429, 1.0338], [-2.0781, -0.3925, -0.1628], [-0.4789, 0.0613, -0.1631], [0.7149, -0.9831, 0.2346], [0.2537, 1.6410, -0.0546], [-0.7840, 2.3678, -0.4339], [1.6794, -1.0516, -0.4540]],
  "mulliken_charge": [0.426, -0.179, 0.229, -0.135, -0.139, 0.159, -0.362]
}

Short version: (Q), (R), (P), most stable first.

(P)
{
  "formula": "C6H11N2O",
  "method": "ωB97M-V/def2-TZVPD",
  "total_charge": 1,
  "lumo_ha": -0.2194,
  "gap_ha": 0.27750,
  "multiplicity": 1,
  "species": ["H", "H", "H", "H", "N", "C", "N", "C", "C", "H", "O", "H", "H", "H", "H", "H", "C", "H", "C", "C"],
  "xyz": [[2.9053, 1.4011, -0.7014], [-3.6294, -1.1868, 1.1818], [1.7368, -1.9881, -1.7320], [2.2699, 2.2421, 0.7769], [1.0758, -0.2224, 1.1811], [1.2168, -1.8512, -0.7924], [1.7284, -0.6989, -0.1169], [-2.0385, -0.0298, 0.5279], [-1.5383, 1.0893, -0.2136], [1.4174, -2.6460, -0.1171], [-0.2890, 1.3100, -0.5133], [-1.2520, -0.6434, 1.0405], [-2.2641, 1.6282, -0.8096], [1.2500, 2.5485, -0.4992], [0.0748, -1.6867, -0.9235], [-4.1173, 0.3002, 0.2550], [1.9612, 1.8108, -0.1403], [1.6598, 0.1206, 1.9586], [-3.3381, -0.3062, 0.6313], [1.0470, 0.5997, 0.0033]],
  "mulliken_charge": [0.310, 0.277, 0.310, 0.331, -0.507, -0.551, -0.121, 0.148, 0.139, 0.255, -0.244, 0.385, 0.392, 0.367, 0.206, 0.316, -1.254, 0.258, -0.819, 0.800]
}

(Q)
{
  "formula": "C6H11N2O",
  "method": "ωB97M-V/def2-TZVPD",
  "total_charge": 1,
  "lumo_ha": [-0.1528, -0.1588],
  "gap_ha": [0.27649, 0.27026],
  "multiplicity": 1,
  "species": ["C", "H", "H", "H", "H", "H", "N", "N", "C", "C", "H", "H", "C", "H", "H", "H", "H", "C", "O", "C"],
  "xyz": [[-2.5939, -1.1268, -0.4334], [4.1244, 1.1665, 0.6154], [-3.1409, -1.6479, 0.3712], [1.8386, -2.7409, -0.0594], [-2.8742, 1.2819, -0.4428], [3.4093, 2.2411, -0.7406], [2.2689, -0.7256, -0.0574], [-1.5988, -0.2631, 0.0593], [2.3497, 0.4676, -0.3042], [-0.3449, -0.4968, 0.0633], [-2.1920, -1.9286, -0.8940], [2.8225, 2.1184, 0.9614], [3.2127, 1.5468, 0.1269], [0.2577, 0.3559, 0.3234], [-3.1862, -0.6500, -1.1432], [-1.3278, 1.8256, 0.5151], [-2.6550, 0.9128, 1.1787], [-2.1141, 1.1268, 0.3196], [0.1457, -1.6967, -0.1185], [1.5984, -1.7668, -0.3408]],
  "mulliken_charge": [-1.065, 0.322, 0.338, 0.369, 0.273, 0.292, -0.112, 0.074, 0.318, 0.408, 0.445, 0.333, -0.998, 0.178, 0.391, 0.339, 0.457, -0.885, -0.330, -0.147]
}

(R)
{
  "formula": "C6H11N2O",
  "method": "ωB97M-V/def2-TZVPD",
  "total_charge": 1,
  "lumo_ha": -0.1085,
  "gap_ha": 0.37039,
  "multiplicity": 1,
  "species": ["C", "H", "C", "C", "H", "N", "C", "H", "H", "C", "H", "H", "N", "H", "H", "H", "H", "H", "C", "O"],
  "xyz": [[1.2007, 0.3351, 1.1402], [-0.3734, -0.3353, -1.5456], [-0.4430, 0.1967, -0.6124], [-2.2014, -0.2346, 0.1419], [-0.5561, 2.4892, -0.8152], [0.4892, -0.6954, 0.2797], [1.2635, -1.6935, -0.3406], [0.5245, -2.2163, -0.9239], [1.0418, 0.1892, 2.1429], [0.6324, 1.6999, 0.7266], [-3.9320, 0.7722, 0.4359], [0.8497, 2.6291, 1.1018], [-3.0960, 0.6835, -0.0946], [1.7326, -2.3020, 0.3754], [-0.1466, -1.1748, 0.8693], [-2.9215, 1.3338, -0.8268], [2.0400, -1.0970, -0.8192], [2.2670, 0.3598, 0.8962], [-0.1298, 1.5563, -0.3466], [-2.0823, -1.1608, 0.8570]],
  "mulliken_charge": [-0.638, 0.405, -0.286, 0.672, 0.387, 0.038, -1.036, 0.394, 0.385, -0.494, 0.254, 0.511, -0.302, 0.385, 0.376, 0.230, 0.390, 0.325, -0.467, -0.528]
}

Short version: (R), (Q), (P), most stable first.